Here is C3H4N2O in the gas phase in a non-equilibrium geometry from the Open Molecules 2025 dataset. Energies are from the ωB97M-V functional and the def2-TZVPD basis.

## Properties
Energy: -301.367587 a.u.
HOMO energy: -7.58 eV
Frontier orbital gap: 8.09 eV

Each line ends with the Löwdin charge.
CARTESIAN COORDINATES (ANGSTROEM)
N -0.31 -0.53 -2.06  0.15
C 0.36 -0.59 -0.91  -0.11
N 1.02 -0.66 0.06  0.14
C 0.83 -0.06 1.31  -0.15
C -0.17 0.88 1.26  -0.36
O -0.86 1.15 0.25  -0.09
H -0.76 -1.37 -2.40  0.12
H -0.94 0.26 -1.94  0.12
H 1.13 -0.52 2.22  0.07
H -0.31 1.43 2.21  0.11

=====

Here is C6H8P2 in the gas phase in a non-equilibrium geometry from the Open Molecules 2025 dataset. Energies are from the ωB97M-V functional and the def2-TZVPD basis.

## Properties
Energy: -916.020040 a.u.
HOMO energy: -8.60 eV
Frontier orbital gap: 9.08 eV

Each line ends with the Löwdin charge.
CARTESIAN COORDINATES (ANGSTROEM)
H -3.38 -1.17 0.05  -0.17
P -3.10 0.21 0.07  0.78
C -1.48 0.21 0.00  -0.76
C -0.44 1.23 0.05  -0.29
C 0.99 0.60 0.22  -0.35
C 1.29 -0.07 -1.11  -0.14
C 0.65 -1.21 -1.16  -0.30
P -0.45 -1.61 0.31  0.99
C 0.66 -0.49 1.28  -0.36
H -0.29 1.72 -0.87  0.10
H -0.53 1.95 0.84  0.11
H 1.74 1.20 0.51  0.09
H 2.10 0.35 -1.71  0.11
H 0.49 -1.80 -2.07  0.06
H 1.61 -1.01 1.51  0.09
H 0.13 -0.12 2.08  0.05

=====

Here is 23 unconnected molecules or ions with the total composition C93H120O9 in a non-equilibrium geometry from the Open Molecules 2025 dataset. Energies are from the ωB97M-V functional and the def2-TZVPD basis.

## Properties
Energy: -4292.631374 a.u.
HOMO energy: -8.85 eV
Frontier orbital gap: 9.39 eV

Each line ends with the Löwdin charge.
CARTESIAN COORDINATES (ANGSTROEM)
C -4.11 -5.32 0.00  -0.11
O -4.36 -4.84 1.37  -0.17
H -4.73 -6.23 -0.18  0.09
H -4.36 -4.63 -0.75  0.03
H -3.01 -5.48 -0.06  0.07
H -5.31 -4.53 1.39  0.08
C -0.11 4.74 -4.97  -0.14
O 0.01 3.39 -4.50  -0.16
H -1.04 4.67 -5.57  0.09
H -0.18 5.42 -4.17  0.02
H 0.71 5.11 -5.58  0.08
H 0.94 3.12 -4.29  0.06
C 3.71 1.97 -4.58  -0.14
O 2.84 2.61 -3.67  -0.15
H 3.29 1.89 -5.59  0.08
H 4.74 2.45 -4.74  0.11
H 3.88 0.97 -4.17  0.05
H 3.17 3.51 -3.49  0.05
C 1.94 2.11 3.30  -0.14
O 1.80 2.06 4.73  -0.19
H 1.49 1.18 2.86  0.06
H 1.33 2.92 2.86  0.05
H 2.98 2.25 2.94  0.08
H 2.75 2.03 5.14  0.08
C -3.74 -1.97 0.15  -0.18
O -4.44 -2.20 -1.03  -0.14
H -3.59 -0.86 0.27  0.07
H -4.36 -2.26 0.99  0.07
H -2.80 -2.54 0.19  0.09
H -3.79 -2.07 -1.74  0.05
C 2.83 -4.99 5.01  -0.10
O 2.31 -3.63 5.29  -0.16
H 3.90 -5.08 5.33  0.09
H 2.28 -5.68 5.60  0.06
H 2.62 -5.18 3.96  0.06
H 1.56 -3.75 5.84  0.05
C 2.16 6.08 -2.36  -0.11
O 3.34 5.38 -2.74  -0.11
H 2.01 5.97 -1.35  0.03
H 2.27 7.16 -2.64  0.10
H 1.28 5.70 -2.89  0.06
H 3.86 5.19 -1.97  0.05
C 4.44 0.15 5.62  -0.12
O 4.38 1.58 5.72  -0.14
H 3.53 -0.31 5.98  0.08
H 4.56 -0.06 4.55  0.04
H 5.34 -0.37 6.09  0.11
H 4.99 1.93 6.41  0.11
C -1.56 -0.99 -3.93  -0.10
O -2.24 -1.21 -2.65  -0.15
H -1.06 -0.06 -3.76  0.04
H -0.89 -1.78 -4.30  0.08
H -2.31 -0.86 -4.75  0.08
H -2.52 -0.33 -2.33  0.06
C -6.98 -1.45 -3.87  -0.09
C -7.73 -0.57 -4.63  -0.10
C -8.79 0.17 -4.09  -0.10
C -9.14 0.03 -2.77  -0.10
C -8.36 -0.80 -1.97  -0.10
C -7.35 -1.61 -2.51  -0.07
H -6.06 -1.87 -4.24  0.10
H -7.52 -0.48 -5.67  0.09
H -9.30 0.93 -4.64  0.09
H -9.91 0.70 -2.38  0.10
H -8.69 -0.86 -0.96  0.08
H -6.81 -2.25 -1.86  0.07
C 1.63 0.03 -1.56  -0.10
C 0.48 0.76 -1.80  -0.07
C -0.53 0.72 -0.79  -0.07
C -0.44 -0.06 0.35  -0.08
C 0.72 -0.76 0.55  -0.09
C 1.71 -0.70 -0.40  -0.12
H 2.45 0.05 -2.29  0.09
H 0.37 1.32 -2.70  0.07
H -1.52 1.21 -1.03  0.11
H -1.31 -0.10 1.04  0.11
H 0.76 -1.47 1.36  0.10
H 2.51 -1.38 -0.33  0.08
C -7.77 -4.58 3.37  -0.09
C -8.51 -3.39 3.09  -0.09
C -7.99 -2.18 3.35  -0.12
C -6.74 -2.07 3.90  -0.08
C -6.02 -3.22 4.20  -0.08
C -6.53 -4.47 3.91  -0.13
H -8.25 -5.53 3.17  0.10
H -9.47 -3.38 2.55  0.11
H -8.49 -1.28 3.08  0.08
H -6.25 -1.09 4.02  0.10
H -5.08 -3.02 4.67  0.09
H -5.97 -5.39 4.11  0.12
C 0.44 -7.02 -0.83  -0.10
C 0.96 -5.78 -1.25  -0.07
C 0.62 -4.60 -0.57  -0.10
C -0.23 -4.68 0.49  -0.10
C -0.68 -5.91 0.99  -0.08
C -0.37 -7.07 0.26  -0.11
H 0.73 -7.94 -1.34  0.10
H 1.54 -5.79 -2.18  0.10
H 1.08 -3.67 -0.82  0.09
H -0.47 -3.80 0.99  0.06
H -1.43 -6.02 1.80  0.12
H -0.70 -8.06 0.60  0.11
C -0.83 8.21 -2.85  -0.10
C -0.60 8.16 -1.45  -0.09
C -1.50 7.53 -0.62  -0.07
C -2.63 6.84 -1.19  -0.10
C -2.88 6.96 -2.51  -0.09
C -1.96 7.63 -3.34  -0.11
H -0.25 8.76 -3.56  0.10
H 0.23 8.74 -1.14  0.09
H -1.51 7.63 0.49  0.10
H -3.30 6.35 -0.54  0.07
H -3.82 6.55 -2.83  0.11
H -2.21 7.75 -4.39  0.11
C 5.75 -2.40 3.29  -0.09
C 6.84 -1.57 3.22  -0.08
C 6.74 -0.28 2.64  -0.07
C 5.49 0.12 2.14  -0.10
C 4.39 -0.73 2.22  -0.10
C 4.55 -1.99 2.74  -0.10
H 5.82 -3.35 3.78  0.10
H 7.79 -1.86 3.60  0.09
H 7.59 0.38 2.62  0.09
H 5.38 1.14 1.77  0.09
H 3.41 -0.47 1.84  0.09
H 3.68 -2.61 2.80  0.09
C 4.06 -4.82 0.63  -0.09
C 4.67 -5.64 1.58  -0.08
C 6.08 -5.76 1.58  -0.09
C 6.75 -5.04 0.64  -0.12
C 6.18 -4.13 -0.27  -0.06
C 4.78 -3.98 -0.23  -0.08
H 3.01 -4.70 0.69  0.07
H 4.07 -6.23 2.25  0.09
H 6.62 -6.54 2.13  0.11
H 7.80 -5.07 0.59  0.08
H 6.87 -3.63 -0.92  0.09
H 4.25 -3.28 -0.89  0.08
C 7.91 0.65 -2.28  -0.10
C 6.76 0.03 -1.81  -0.12
C 5.92 -0.62 -2.67  -0.09
C 6.19 -0.71 -4.05  -0.09
C 7.29 -0.03 -4.53  -0.10
C 8.15 0.61 -3.65  -0.10
H 8.60 1.13 -1.55  0.12
H 6.52 0.07 -0.75  0.09
H 5.06 -1.20 -2.38  0.08
H 5.49 -1.22 -4.70  0.09
H 7.55 0.06 -5.61  0.12
H 9.06 1.08 -3.97  0.10
C -4.96 1.51 -2.18  -0.07
C -4.50 2.63 -1.43  -0.09
C -3.45 3.37 -1.88  -0.09
C -2.83 3.02 -3.09  -0.05
C -3.31 1.93 -3.84  -0.09
C -4.38 1.18 -3.38  -0.11
H -5.84 0.99 -1.78  0.10
H -4.90 2.83 -0.44  0.09
H -3.16 4.23 -1.32  0.07
H -2.06 3.57 -3.52  0.05
H -2.79 1.75 -4.75  0.10
H -4.78 0.32 -3.91  0.10
C 3.75 -4.51 -6.41  -0.07
C 4.15 -4.61 -5.08  -0.09
C 3.70 -3.71 -4.16  -0.12
C 2.90 -2.65 -4.55  -0.09
C 2.40 -2.60 -5.86  -0.09
C 2.83 -3.51 -6.77  -0.10
H 4.11 -5.14 -7.19  0.09
H 4.84 -5.37 -4.72  0.11
H 3.98 -3.80 -3.11  0.09
H 2.49 -1.92 -3.85  0.09
H 1.74 -1.88 -6.23  0.09
H 2.41 -3.59 -7.75  0.10
C 3.37 4.36 0.45  -0.13
C 4.66 4.82 0.67  -0.09
C 5.75 4.09 0.19  -0.08
C 5.53 2.81 -0.33  -0.09
C 4.26 2.32 -0.48  -0.08
C 3.18 3.11 -0.07  -0.09
H 2.49 4.92 0.75  0.10
H 4.88 5.75 1.20  0.11
H 6.72 4.53 0.29  0.10
H 6.33 2.20 -0.72  0.07
H 4.06 1.35 -0.90  0.09
H 2.16 2.72 -0.17  0.11
C -2.30 5.42 2.66  -0.07
C -2.84 4.79 3.79  -0.10
C -1.99 4.23 4.76  -0.09
C -0.61 4.26 4.57  -0.08
C -0.09 5.00 3.53  -0.12
C -0.89 5.57 2.59  -0.09
H -3.00 5.94 1.99  0.09
H -3.90 4.54 3.87  0.09
H -2.43 3.72 5.59  0.09
H 0.06 3.76 5.24  0.09
H 0.97 5.14 3.42  0.10
H -0.49 6.05 1.72  0.07
C -1.40 -0.30 4.07  -0.10
C -2.14 -1.38 3.73  -0.13
C -1.65 -2.66 3.66  -0.06
C -0.25 -2.79 3.86  -0.09
C 0.53 -1.69 4.15  -0.11
C -0.04 -0.43 4.31  -0.07
H -1.83 0.68 4.17  0.09
H -3.19 -1.19 3.47  0.10
H -2.30 -3.43 3.30  0.09
H 0.21 -3.73 3.59  0.09
H 1.59 -1.80 4.27  0.08
H 0.58 0.46 4.60  0.09
C -7.34 1.31 2.88  -0.13
C -6.73 1.76 4.03  -0.11
C -5.37 2.01 4.11  -0.10
C -4.52 1.68 3.06  -0.09
C -5.11 1.24 1.88  -0.06
C -6.54 1.04 1.80  -0.07
H -8.41 1.29 2.84  0.10
H -7.36 2.07 4.85  0.10
H -4.97 2.36 5.06  0.11
H -3.49 1.87 3.23  0.07
H -4.55 1.04 0.99  0.06
H -7.07 0.62 0.92  0.11

=====

Here is a gas-phase ion, C3H8N3O (charge +1) in a non-equilibrium geometry from the Open Molecules 2025 dataset. Energies are from the ωB97M-V functional and the def2-TZVPD basis.

## Properties
Net charge: +1
Energy: -358.288448 a.u.
HOMO energy: -14.96 eV
Frontier orbital gap: 9.01 eV

Each line ends with the Löwdin charge.
CARTESIAN COORDINATES (ANGSTROEM)
C 1.77 -0.90 -0.28  0.03
N 0.65 -0.02 -0.16  -0.16
C 1.05 1.42 -0.25  0.08
N -0.39 -0.50 0.27  0.24
C -1.82 0.10 0.26  -0.50
N -2.69 -0.82 0.61  0.21
O -1.96 1.20 -0.16  0.13
H 1.73 -1.84 0.33  0.14
H 2.67 -0.20 -0.08  0.14
H 1.76 -1.24 -1.25  0.09
H 1.85 1.49 0.43  0.09
H 0.11 1.96 0.01  0.11
H 1.44 1.67 -1.18  0.10
H -2.42 -1.71 0.96  0.11
H -3.75 -0.64 0.49  0.20

=====

Here is C6H14O in the gas phase in a non-equilibrium geometry from the Open Molecules 2025 dataset. Energies are from the ωB97M-V functional and the def2-TZVPD basis.

## Properties
Energy: -312.144963 a.u.
HOMO energy: -10.23 eV
Frontier orbital gap: 11.33 eV

Each line ends with the Löwdin charge.
CARTESIAN COORDINATES (ANGSTROEM)
C -1.69 1.41 0.60  -0.12
C -2.00 -0.12 0.69  -0.26
C -1.33 -0.87 -0.52  -0.21
C 0.25 -1.09 -0.33  -0.18
C 1.50 -0.34 -1.02  -0.18
C 2.09 0.67 -0.05  -0.27
O 3.19 0.10 0.68  -0.04
H -2.62 1.97 0.77  0.06
H -1.30 1.79 -0.32  0.05
H -1.05 1.67 1.56  0.10
H -1.77 -0.68 1.72  0.14
H -3.08 -0.39 0.68  0.09
H -1.30 -0.31 -1.52  0.12
H -1.98 -1.62 -0.72  0.04
H 0.46 -2.29 -0.22  0.14
H 0.46 -0.82 0.73  0.08
H 1.08 0.30 -1.86  0.12
H 2.33 -0.94 -1.42  0.11
H 2.42 1.53 -0.59  0.11
H 1.22 0.82 0.60  0.09
H 3.12 -0.79 0.55  0.02

=====

Here is C3H5NS in the gas phase in a non-equilibrium geometry from the Open Molecules 2025 dataset. Energies are from the ωB97M-V functional and the def2-TZVPD basis.

## Properties
Energy: -570.176680 a.u.
HOMO energy: -8.72 eV
Frontier orbital gap: 8.53 eV

Each line ends with the Löwdin charge.
CARTESIAN COORDINATES (ANGSTROEM)
S 0.20 -1.46 1.09  0.67
C 0.09 -0.21 0.05  -0.74
C -0.91 0.21 -1.10  -0.17
N -0.14 1.51 -1.17  -0.08
C 0.69 1.26 -0.02  -0.22
H -0.80 -0.44 -1.98  0.10
H -1.92 0.18 -0.69  0.11
H -0.77 2.28 -1.03  0.09
H 0.26 1.77 0.91  0.13
H 1.78 1.38 -0.02  0.11

=====

Here is a molecular structure, C4H9NO in a non-equilibrium geometry from the Open Molecules 2025 dataset. Energies are from the ωB97M-V functional and the def2-TZVPD basis.

## Properties
Energy: -287.673896 a.u.
HOMO energy: -9.20 eV
Frontier orbital gap: 10.28 eV

Each line ends with the Löwdin charge.
CARTESIAN COORDINATES (ANGSTROEM)
C 0.93 1.62 0.19  -0.11
N -0.12 0.82 -0.28  -0.27
C -1.08 0.13 0.59  -0.09
C -0.95 -1.10 -0.36  -0.33
O -0.73 -2.36 0.20  -0.03
C 0.31 -0.37 -0.88  -0.15
H 0.58 2.35 0.94  0.09
H 1.80 0.60 0.48  0.11
H 1.46 2.13 -0.63  0.08
H -2.04 0.65 0.65  0.11
H -0.70 -0.09 1.60  0.12
H -1.82 -1.21 -1.02  0.15
H 0.18 -2.33 0.54  0.09
H 1.50 -0.48 -0.10  0.14
H 0.66 -0.37 -1.92  0.11

=====

Here is C3H6N2OS in the gas phase in a non-equilibrium geometry from the Open Molecules 2025 dataset. Energies are from the ωB97M-V functional and the def2-TZVPD basis.

## Properties
Energy: -700.752086 a.u.
HOMO energy: -8.32 eV
Frontier orbital gap: 9.20 eV

Each line ends with the Löwdin charge.
CARTESIAN COORDINATES (ANGSTROEM)
C 0.78 -1.50 -0.03  -0.28
N -0.48 -1.48 -0.13  -0.34
S -1.64 -0.30 0.09  0.86
C -0.87 1.34 -0.22  -0.44
C 0.53 1.53 0.31  -0.28
O 1.48 0.75 -0.36  -0.14
N 1.73 -0.48 0.24  0.00
H 1.33 -2.44 0.04  0.11
H -1.63 2.04 0.15  0.07
H -0.81 1.52 -1.30  0.08
H 0.59 1.35 1.34  0.10
H 0.90 2.55 0.21  0.13
H 2.61 -0.75 -0.16  0.12

=====

Q: The lowest frontier orbital gap belongs to which entry?
A: C3H4N2O